No. 1
The following is a DFT calculation (ωB97M-V with the def2-TZVPD basis set) of 2 unconnected molecules or ions with the total composition C18H34BF5N2O3S at a distorted geometry.

Last column: Löwdin spin population.
Atoms and positions in Å:
C 4.000270 3.419950 3.593853  0.00
C 2.482940 2.755277 3.621073  0.00
S 2.275888 1.354168 4.846301  0.00
C 0.916551 0.164800 4.354927  0.00
B -0.316415 0.824314 3.491375  0.00
C -1.680494 1.065655 4.419644  0.00
C -2.700967 2.139161 3.643578  0.00
C -3.802310 2.814712 4.652878  0.00
C -4.635674 4.077933 4.021239  0.00
F -6.069866 4.010347 4.476031  0.00
F -4.094176 5.364883 4.522405  0.00
C -4.649456 4.151729 2.382820  0.00
F -5.116368 2.913229 1.711310  0.00
F -3.348272 4.631084 1.792553  0.00
F -5.649649 5.220521 2.012043  0.00
C -0.630865 -0.229799 2.224753  0.00
O -1.500872 0.370194 1.189673  0.00
N -0.996027 0.204282 -0.047052  0.00
O -1.399491 1.163314 -0.689588  0.00
H 4.861513 2.639595 3.457152  0.00
H 4.133278 4.118507 4.538130  0.00
H 4.005348 4.160690 2.658448  0.00
H 1.767191 3.633616 3.995162  0.00
H 2.141754 2.508042 2.527816  0.00
H 0.433240 -0.237466 5.369763  0.00
H 1.285196 -0.803675 3.786549  0.00
H -0.079860 1.857100 2.983544  0.00
H -2.235146 0.048151 4.608535  0.00
H -1.397371 1.522608 5.473561  0.00
H -3.305145 1.493848 2.853874  0.00
H -1.990351 2.903889 3.106442  0.00
H -4.584293 2.007675 5.052469  0.00
H -3.205928 3.168991 5.620964  0.00
H -1.017028 -1.275949 2.614983  0.00
H 0.428977 -0.405567 1.708914  0.00
C 3.185647 -2.032722 -4.803930  0.00
C 2.467821 -2.899401 -3.725874  0.02
C 1.874841 -4.184360 -4.367833  0.01
C 0.618481 -3.935848 -5.190526  0.00
C -0.424313 -3.188968 -4.366154  0.01
C 0.125489 -1.875759 -3.753730  0.02
N 1.427532 -2.068093 -3.026976  0.30
O 1.139680 -2.687133 -1.797317  0.63
C 0.290029 -0.825611 -4.885887  0.00
C -0.985394 -1.255895 -2.839799  0.00
C 3.627201 -3.358126 -2.775463  0.00
H 3.029648 -2.419056 -5.818674  0.00
H 2.869408 -0.987539 -4.786664  0.00
H 4.270698 -1.987514 -4.645601  0.00
H 1.628529 -4.913223 -3.583614  0.00
H 2.626270 -4.670273 -5.003588  0.00
H 0.860198 -3.381319 -6.103396  0.00
H 0.202039 -4.894375 -5.517635  0.00
H -1.296424 -2.978793 -4.999939  0.00
H -0.783682 -3.856279 -3.570236  0.00
H 0.752489 0.093095 -4.507317  0.00
H -0.682991 -0.543974 -5.306914  0.00
H 0.883699 -1.186968 -5.728438  0.00
H -1.313799 -1.940240 -2.049635  0.00
H -1.881093 -1.009249 -3.421449  0.00
H -0.635053 -0.330022 -2.369367  0.00
H 4.077937 -2.501770 -2.258619  0.00
H 4.422304 -3.855636 -3.347488  0.00
H 3.296689 -4.080757 -2.024059  0.00

Cartesian forces (eV/Å) of the 3 atoms listed first:
-0.824 0.583 -0.408
-0.611 1.853 -0.753
0.239 -0.252 -0.400

Results
2S+1: 2
LUMO energy (alpha / beta), eV: 2.3016 / 1.6481
Total charge: -1
HOMO energy (alpha / beta), eV: -4.87 / -4.87

No. 2
The following is a DFT calculation (ωB97M-V with the def2-TZVPD basis set) of 2 unconnected molecules or ions with the total composition CH6NO2 at a distorted geometry.

Last column: Mulliken charge in e.
Atoms and positions in Å:
C 0.349831 -0.075732 0.092488  0.33
N -0.993050 0.266174 -0.507333  -0.29
O 0.399570 -1.280447 0.650651  -0.47
O 1.395226 0.342488 -0.682959  -0.50
H -0.677225 1.223259 1.960199  0.07
H -0.828436 0.620005 -1.462718  0.35
H -1.312280 1.052274 0.082002  0.37
H -1.701074 -0.462094 -0.564997  0.34
H 1.134857 -1.469939 1.323864  0.41
H 2.232583 -0.215989 -0.891197  0.39

Cartesian forces (eV/Å) of the 3 atoms listed first:
2.485 -0.248 0.707
0.996 0.881 -0.500
0.293 -0.779 0.763

Results
LUMO energy (alpha / beta), eV: -4.7285 / -5.3666
Total charge: +1
Energy above the lowest of the compared OMol25 structures with the same formula, charge and spin, eV: 5.6642
HOMO energy (alpha / beta), eV: -15.37 / -13.42